# 1
DFT (ωB97M-V/def2-TZVPD) results for a molecular structure, C4H7NO.

Geometry (Å):
C (0.15506, -0.15467, 2.00852)
C (-0.23947, 0.05854, 0.58563)
N (0.08189, 1.18755, -1.49605)
C (-0.19886, -0.10408, -1.88638)
C (0.56367, -0.43492, -0.46286)
O (1.69069, -0.88849, -0.45123)
H (-0.24608, 0.62827, 2.66097)
H (1.24367, -0.19795, 2.09394)
H (-0.24179, -1.11059, 2.38071)
H (-1.27226, 0.31624, 0.37196)
H (-0.76562, 1.66339, -1.18155)
H (0.46534, -0.51940, -2.64556)
H (-1.23626, -0.44387, -1.97809)

* HOMO energy (alpha / beta): -8.751 / -8.869 eV
* strongest force on any atom: 0.5 eV Å⁻¹
* spin multiplicity: 1
* frontier orbital gap (alpha / beta): 7.86 / 8.18 eV
* relative energy (zero: lowest compared OMol25 entry of this formula, charge and spin): 4.243 eV
* E_LUMO (alpha / beta): -0.9 / -0.7 eV

=====

# 2
DFT (ωB97M-V/def2-TZVPD) results for a molecular structure, C20H19N6O2Pb.

Geometry (Å):
Pb (-0.04082, 0.16822, -0.62978)
C (-0.63138, 0.38365, 2.79152)
N (0.50254, 0.10617, 1.90359)
C (1.23044, -1.14317, 2.14838)
C (0.98705, -2.20289, 1.11990)
N (0.28811, -2.04238, 0.01769)
C (0.40265, -3.21711, -0.69325)
C (-0.11183, -3.59106, -1.92640)
C (0.23473, -4.84010, -2.39795)
C (1.06362, -5.70483, -1.67784)
C (1.55717, -5.36060, -0.43670)
C (1.21566, -4.10515, 0.03779)
N (1.54180, -3.42697, 1.19087)
C (-1.93994, 0.17731, 2.09598)
N (-2.01527, -0.10282, 0.82254)
C (-3.35214, -0.18236, 0.51098)
C (-3.98126, -0.48305, -0.69095)
C (-5.35970, -0.45271, -0.70726)
C (-6.09569, -0.13078, 0.43608)
C (-5.48667, 0.14210, 1.64492)
C (-4.10065, 0.10236, 1.67113)
N (-3.16162, 0.31365, 2.66428)
H (-0.59594, -0.24011, 3.69509)
H (-0.59099, 1.42789, 3.11865)
H (1.15393, 0.88155, 1.93817)
H (2.30418, -0.93358, 2.13277)
H (1.00309, -1.54872, 3.14224)
H (-0.74297, -2.92692, -2.49452)
H (-0.13563, -5.16392, -3.35734)
H (1.32868, -6.65914, -2.10775)
H (2.18972, -6.02578, 0.12985)
H (2.15027, -3.77259, 1.91476)
H (-3.40499, -0.73572, -1.56469)
H (-5.88777, -0.67975, -1.62051)
H (-7.17256, -0.09930, 0.36932)
H (-6.06897, 0.38074, 2.52069)
H (-3.36132, 0.54343, 3.62464)
O (1.85075, 2.05239, -0.32841)
C (2.65855, 1.20444, -0.72759)
C (4.05783, 1.40838, -1.25684)
C (4.51084, -0.01712, -1.57958)
C (3.35581, -0.89838, -1.10601)
O (3.33417, -2.10551, -1.05227)
N (2.31859, -0.08979, -0.71529)
H (4.68289, 1.89860, -0.50876)
H (4.00584, 2.05715, -2.13271)
H (5.43924, -0.30612, -1.08929)
H (4.64687, -0.18587, -2.64862)

* HOMO energy: -11.468 eV
* strongest force on any atom: 0.9 eV Å⁻¹
* spin multiplicity: 1
* frontier orbital gap: 8.95 eV
* relative energy (zero: lowest compared OMol25 entry of this formula, charge and spin): 0.228 eV
* total charge: +1
* E_LUMO: -2.5 eV